Here is a structure of composition C30H27IrO7SSb from OMol25. Energies are from the ωB97M-V functional and the def2-TZVPD basis.

```
67
Properties=species:S:1:pos:R:3:forces:R:3
Ir -0.05040 -0.61492 1.75261 -0.148 1.199 -1.510
C 3.36745 -3.04036 2.55046 -0.065 -0.051 -0.041
C 2.41567 -1.89816 2.81400 0.179 -0.033 0.055
C 3.11259 -0.69826 3.42668 -0.004 -0.005 -0.069
O 1.80613 -1.48331 1.52997 0.501 -0.202 0.207
C 1.24058 -2.30817 3.68313 -0.509 0.132 -0.017
O 1.31862 -3.04217 4.62548 0.161 0.006 0.004
O 0.08711 -1.74383 3.31266 -0.016 -0.460 0.447
H 4.21336 -2.70102 1.95244 0.003 0.013 0.006
H 2.87028 -3.86772 2.03718 -0.014 -0.011 0.027
H 3.72275 -3.41940 3.50669 0.013 -0.016 -0.007
H 3.94831 -0.38521 2.80068 -0.006 -0.014 -0.017
H 3.48844 -0.99473 4.40527 0.021 0.003 -0.004
H 2.43486 0.14179 3.55606 -0.037 -0.003 0.025
H 1.64945 -2.29652 1.02562 0.134 0.058 -0.099
S 0.85845 1.50579 1.64615 0.421 0.142 0.119
Sb 1.22098 1.35481 -0.66996 0.258 0.001 0.462
C -0.52254 0.98562 -1.74819 -0.162 -0.005 -0.114
C -1.52184 1.94597 -1.59998 0.007 -0.027 -0.005
C -2.72922 1.78360 -2.25965 0.008 0.002 0.000
C -2.93901 0.66742 -3.05873 -0.014 0.007 -0.003
C -1.94467 -0.28823 -3.20164 0.005 -0.010 0.009
C -0.73024 -0.13381 -2.54673 -0.061 0.003 0.049
C 1.92976 3.25479 -1.15016 0.010 0.113 -0.083
C 2.46921 3.46126 -2.41775 -0.014 0.006 0.005
C 2.97216 4.70970 -2.74813 -0.006 -0.003 0.003
C 2.93330 5.74030 -1.81776 0.004 0.001 -0.002
C 2.39279 5.53017 -0.55779 -0.008 -0.008 0.001
C 1.88745 4.28274 -0.21606 0.006 0.026 -0.012
C 2.83217 0.05875 -0.97111 0.087 -0.107 -0.134
C 2.78418 -1.14097 -1.67330 0.001 -0.010 0.034
C 3.91238 -1.94896 -1.73018 -0.003 0.005 0.001
C 5.08081 -1.55873 -1.09178 0.003 -0.008 0.002
C 5.12978 -0.35655 -0.39877 0.000 0.013 0.006
C 4.00646 0.45393 -0.33522 0.012 -0.016 -0.023
H -1.36990 2.81245 -0.96580 0.005 0.009 -0.008
H -3.50628 2.52832 -2.14958 0.001 0.004 -0.003
H -3.88250 0.54345 -3.57338 -0.003 -0.005 0.005
H -2.11128 -1.15788 -3.82286 0.003 0.000 -0.003
H 0.02783 -0.89361 -2.66445 0.015 0.003 -0.011
H 2.50444 2.66030 -3.14805 0.007 -0.004 0.004
H 3.39487 4.87749 -3.72948 0.000 0.001 0.000
H 3.32883 6.71308 -2.07773 -0.004 0.001 -0.001
H 2.36372 6.33623 0.16286 0.002 0.000 0.001
H 1.46979 4.12298 0.77044 0.001 -0.017 0.001
H 1.88499 -1.46564 -2.17667 -0.010 0.006 -0.002
H 3.87861 -2.87962 -2.28099 -0.003 -0.002 0.002
H 5.95834 -2.18979 -1.14072 0.001 0.003 -0.004
H 6.04451 -0.04670 0.08929 -0.003 0.000 0.002
H 4.05100 1.38826 0.21400 0.000 0.001 0.002
O -1.75588 0.25591 1.24794 -0.694 -0.154 0.395
C -2.35488 -0.88011 1.01484 0.193 -0.930 -0.067
O -1.58182 -1.89357 1.03143 -0.262 -0.039 0.529
C -3.78165 -1.02519 0.82225 -0.056 0.394 -0.116
C -4.55123 0.10894 0.57391 -0.005 0.013 0.022
C -5.93012 0.01844 0.40278 0.055 0.000 -0.002
C -6.47544 -1.23945 0.50909 -0.061 0.040 -0.015
O -7.77624 -1.58098 0.40810 0.013 -0.039 -0.013
C -7.84254 -3.00524 0.57906 0.012 -0.003 0.009
O -6.51362 -3.46678 0.82596 -0.036 0.028 -0.006
C -5.70689 -2.37238 0.76215 0.015 -0.077 0.019
C -4.35547 -2.30939 0.92630 0.036 0.050 -0.106
H -4.06179 1.07211 0.51779 0.007 -0.017 0.015
H -6.54613 0.88395 0.20795 -0.003 0.004 0.014
H -8.22334 -3.45827 -0.33616 -0.004 0.003 -0.005
H -8.47565 -3.23248 1.43552 0.000 -0.002 0.004
H -3.75182 -3.18042 1.13206 0.008 -0.009 0.015
```
Positions in Å, forces in eV/Å.

Total charge = +1
DFT total energy = -2428.5835 a.u.
LUMO = -3.79 eV
Gap between HOMO and LUMO = 6.963 eV
Relative energy (zero: lowest compared OMol25 entry of this formula, charge and spin) = 22.3 kcal per mole
Molecular weight = 845.6 Da